# 1
DFT (wB97M-V/def2-TZVPD) results for 14 unconnected molecules or ions with the total composition H28O14.

Values from the calculation:
- M (g mol⁻¹) = 252.2
- HOMO level (eV) = -11.1
- HOMO-LUMO gap (eV) = 10.9
- calculated total energy (hartree) = -1070.0950

```
! RIJCOSX wB97M-V def2-TZVPD def2/J DEFGRID3
* xyz 0 1
O 17.791 -36.330 23.615
H 17.734 -35.519 23.111
H 18.653 -36.295 24.030
O 21.635 -31.179 25.607
H 21.581 -30.360 26.101
H 22.398 -31.067 25.040
O 24.248 -34.423 29.427
H 23.341 -34.152 29.288
H 24.321 -35.260 28.968
O 17.190 -29.689 30.427
H 17.827 -29.333 31.047
H 16.350 -29.329 30.713
O 19.197 -38.659 30.678
H 19.015 -39.581 30.857
H 18.611 -38.434 29.955
O 16.324 -37.004 27.567
H 16.499 -36.166 27.996
H 16.697 -36.908 26.691
O 21.995 -36.737 24.787
H 22.807 -37.203 24.986
H 22.265 -35.828 24.658
O 16.922 -28.232 26.241
H 17.473 -28.497 26.978
H 16.749 -29.045 25.767
O 17.754 -32.127 33.851
H 17.565 -31.672 33.030
H 18.672 -31.926 34.031
O 21.101 -27.560 28.132
H 20.978 -26.611 28.133
H 21.085 -27.805 29.058
O 13.636 -33.203 27.926
H 13.868 -33.627 28.753
H 12.806 -32.763 28.106
O 15.115 -35.317 32.015
H 15.369 -36.162 32.385
H 15.719 -34.690 32.413
O 19.001 -33.260 28.312
H 18.663 -32.425 28.637
H 19.488 -33.029 27.521
O 15.702 -32.192 24.349
H 14.958 -32.551 23.865
H 15.447 -32.266 25.269
*
```

And the Löwdin charges, in e, turn out to be: O -0.051; H 0.030; H 0.023; O -0.054; H 0.024; H 0.030; O -0.054; H 0.027; H 0.027; O -0.050; H 0.025; H 0.035; O -0.055; H 0.027; H 0.025; O -0.052; H 0.025; H 0.023; O -0.053; H 0.029; H 0.027; O -0.052; H 0.021; H 0.025; O -0.049; H 0.015; H 0.031; O -0.053; H 0.032; H 0.025; O -0.052; H 0.028; H 0.029; O -0.054; H 0.031; H 0.023; O -0.050; H 0.022; H 0.024; O -0.055; H 0.030; H 0.022

---

# 2
DFT (wB97M-V/def2-TZVPD) results for 14 unconnected molecules or ions with the total composition H28O14.

Values from the calculation:
- M (g mol⁻¹) = 252.2
- HOMO level (eV) = -10.8
- HOMO-LUMO gap (eV) = 10.3
- calculated total energy (hartree) = -1070.0464

```
! RIJCOSX wB97M-V def2-TZVPD def2/J DEFGRID3
* xyz 0 1
O 2.382 1.211 1.056
H 1.498 1.615 1.019
H 2.481 1.038 1.992
O -3.355 -1.384 1.657
H -4.063 -2.018 1.543
H -2.607 -1.805 2.141
O 2.003 -4.261 0.954
H 2.617 -3.548 0.771
H 1.188 -3.724 1.008
O -1.148 -2.282 1.328
H -0.840 -3.172 1.464
H -0.540 -1.543 1.234
O 0.088 3.358 -3.194
H 0.396 2.468 -3.342
H -0.197 3.445 -2.252
O 3.628 -1.108 -2.043
H 4.443 -0.786 -2.459
H 2.961 -0.451 -2.279
O -2.283 2.060 3.465
H -1.296 1.962 3.593
H -2.571 1.910 2.538
O -0.550 4.272 1.475
H 0.143 3.822 0.994
H -0.112 4.933 2.060
O 2.608 -1.332 0.652
H 1.852 -0.779 0.492
H 3.400 -1.031 0.212
O -1.216 0.825 0.033
H -1.513 1.422 -0.645
H -1.967 0.291 0.304
O -2.983 0.516 -2.252
H -2.168 0.488 -2.798
H -3.053 1.484 -2.167
O -3.658 -2.247 -1.214
H -3.478 -1.468 -0.645
H -4.469 -2.378 -0.704
O -0.351 -2.767 -2.947
H -0.553 -3.556 -2.388
H -0.941 -2.134 -2.437
O 4.479 2.465 0.558
H 4.863 1.993 -0.174
H 4.884 2.193 1.398
*
```

And the Löwdin charges, in e, turn out to be: O -0.066; H 0.040; H 0.052; O -0.089; H 0.032; H 0.032; O -0.068; H 0.001; H 0.005; O -0.032; H 0.057; H 0.055; O -0.060; H 0.019; H 0.046; O -0.050; H 0.049; H 0.043; O -0.101; H 0.055; H 0.031; O -0.065; H 0.006; H 0.064; O -0.059; H 0.008; H 0.019; O -0.043; H 0.000; H 0.011; O -0.055; H 0.058; H 0.049; O -0.075; H 0.004; H 0.029; O -0.099; H 0.050; H 0.041; O -0.067; H 0.022; H 0.047

---

# 3
DFT (wB97M-V/def2-TZVPD) results for 14 unconnected molecules or ions with the total composition H28O14.

Values from the calculation:
- M (g mol⁻¹) = 252.2
- HOMO level (eV) = -10.4
- HOMO-LUMO gap (eV) = 10.3
- calculated total energy (hartree) = -1070.1277

```
! RIJCOSX wB97M-V def2-TZVPD def2/J DEFGRID3
* xyz 0 1
O -5.146 -12.012 -12.249
H -5.938 -11.584 -12.589
H -4.455 -11.893 -12.857
O -8.570 -14.919 -12.052
H -8.680 -15.352 -11.200
H -7.604 -15.050 -12.175
O -9.287 -10.830 -15.396
H -8.947 -11.667 -15.229
H -9.693 -10.544 -14.584
O -9.059 -12.322 -11.441
H -8.677 -11.724 -12.042
H -9.086 -13.176 -11.903
O -8.559 -13.208 -14.508
H -9.343 -13.088 -14.013
H -8.517 -14.133 -14.546
O -10.777 -10.142 -10.260
H -11.150 -10.315 -11.133
H -9.959 -9.679 -10.377
O -10.803 -10.734 -12.868
H -11.733 -10.656 -13.205
H -10.770 -11.560 -12.406
O -8.475 -13.712 -8.145
H -8.795 -13.115 -7.492
H -9.101 -13.788 -8.836
O -8.051 -10.748 -8.708
H -8.519 -9.947 -8.397
H -8.598 -11.356 -9.182
O -10.365 -16.049 -13.622
H -9.762 -15.767 -12.895
H -9.828 -16.035 -14.430
O -10.729 -13.744 -9.950
H -10.982 -13.181 -9.219
H -10.321 -13.103 -10.553
O -11.248 -13.620 -13.495
H -10.932 -14.516 -13.481
H -12.182 -13.823 -13.325
O -6.720 -13.452 -10.205
H -7.199 -12.913 -10.786
H -7.342 -13.624 -9.485
O -7.463 -10.585 -13.025
H -7.376 -10.245 -13.887
H -7.345 -9.783 -12.584
*
```

And the Löwdin charges, in e, turn out to be: O -0.034; H -0.016; H 0.004; O -0.045; H 0.092; H 0.118; O -0.030; H -0.062; H -0.012; O -0.064; H 0.000; H 0.018; O 0.012; H -0.015; H 0.022; O -0.053; H -0.007; H 0.015; O -0.058; H 0.112; H -0.006; O -0.015; H 0.048; H -0.024; O -0.046; H 0.055; H -0.026; O -0.055; H 0.012; H 0.069; O -0.045; H 0.050; H -0.012; O -0.050; H -0.048; H 0.078; O -0.039; H -0.046; H -0.016; O 0.012; H 0.049; H 0.055

---

# 4
DFT (wB97M-V/def2-TZVPD) results for a molecular structure, H28O18S.

Values from the calculation:
- M (g mol⁻¹) = 348.3
- HOMO level (eV) = -3.5
- HOMO-LUMO gap (eV) = 8.3
- calculated total energy (hartree) = -1769.0613

```
! RIJCOSX wB97M-V def2-TZVPD def2/J DEFGRID3
* xyz -2 1
S 8.056 -51.725 -35.777
O 8.864 -52.816 -35.199
O 7.188 -51.190 -34.736
O 8.842 -50.624 -36.256
O 7.337 -52.344 -36.859
O 10.086 -54.108 -36.393
H 9.496 -53.939 -37.222
H 9.731 -53.375 -35.757
O 8.295 -48.970 -38.304
H 8.247 -48.112 -38.028
H 8.488 -49.340 -37.423
O 4.944 -51.928 -33.680
H 5.821 -51.850 -34.015
H 4.477 -52.303 -34.471
O 5.356 -53.259 -36.736
H 6.093 -52.653 -36.543
H 5.649 -54.167 -36.442
O 7.801 -55.129 -34.382
H 8.323 -54.371 -34.721
H 8.557 -55.376 -33.905
O 9.418 -53.298 -31.790
H 8.657 -52.657 -32.060
H 9.977 -53.312 -32.619
O 10.893 -50.974 -38.179
H 10.558 -51.180 -39.223
H 10.165 -50.757 -37.649
O 7.625 -51.196 -32.229
H 8.167 -50.482 -32.137
H 7.504 -51.302 -33.325
O 8.195 -53.035 -38.280
H 7.910 -52.460 -37.556
H 8.463 -52.489 -38.915
O 8.657 -47.607 -35.149
H 9.185 -48.282 -35.082
H 7.833 -48.035 -35.119
O 11.173 -53.176 -34.055
H 11.895 -53.102 -34.594
H 10.336 -52.827 -34.555
O 6.220 -48.796 -34.373
H 5.517 -48.481 -34.979
H 6.382 -49.801 -34.476
O 6.383 -50.127 -38.009
H 6.607 -50.599 -37.289
H 6.868 -49.303 -38.047
O 10.671 -49.723 -34.655
H 9.935 -50.289 -35.138
H 11.041 -49.339 -35.469
*
```

And the Löwdin charges, in e, turn out to be: S 0.533; O -0.265; O -0.309; O -0.276; O -0.157; O -0.181; H 0.046; H -0.163; O -0.009; H 0.011; H 0.030; O -0.072; H -0.060; H 0.046; O -0.084; H -0.087; H 0.072; O -0.057; H -0.003; H -0.007; O -0.156; H 0.022; H -0.010; O -0.115; H 0.154; H -0.079; O -0.091; H -0.021; H 0.058; O -0.001; H -0.379; H -0.047; O 0.021; H -0.113; H -0.032; O -0.065; H -0.009; H 0.042; O -0.099; H 0.057; H 0.030; O -0.015; H -0.076; H -0.039; O -0.110; H 0.026; H 0.036

---

# 5
DFT (wB97M-V/def2-TZVPD) results for a molecular structure, H29O14.

Values from the calculation:
- M (g mol⁻¹) = 253.2
- HOMO level (eV) = -13.9
- HOMO-LUMO gap (eV) = 11.0
- calculated total energy (hartree) = -1070.4920

```
! RIJCOSX wB97M-V def2-TZVPD def2/J DEFGRID3
* xyz 1 1
O -4.412 -0.221 0.174
H 1.858 -0.519 -2.590
O -2.327 0.384 2.199
H -2.444 1.214 1.733
H -0.380 -3.277 2.042
O 2.739 1.013 -0.328
H 1.824 3.545 3.406
H 3.016 0.820 0.568
O 0.301 0.263 -1.506
H 0.478 1.211 -1.371
H -0.247 0.244 -2.320
O 0.545 0.264 2.711
H -0.250 0.705 3.057
H 0.447 -0.610 3.095
O -2.281 -0.544 -2.381
H -1.061 -3.949 0.947
H -2.196 -0.903 -3.268
O -0.370 0.309 -4.252
H -0.365 -0.638 -4.391
H -0.154 0.868 -4.995
O -0.445 -0.857 0.479
H -0.022 -1.744 0.557
H -0.127 -0.143 -0.495
O -3.070 -2.485 2.112
H -3.790 -3.070 2.396
H -3.864 -0.071 -0.604
O 2.009 -1.421 -2.893
H 2.613 2.850 -3.892
H 3.058 1.866 -0.635
O 1.158 2.853 3.487
H -2.457 -1.329 -1.850
H 4.118 1.112 2.909
O 4.419 0.341 2.413
H -3.514 -2.160 1.313
H 3.585 -0.101 2.212
O 2.596 3.204 -2.986
H -3.014 0.240 2.851
H 1.972 3.893 -3.265
O -0.244 -3.458 1.102
H 2.929 -1.529 -2.617
H -0.116 -0.300 1.236
H -3.832 -0.190 0.940
H 1.314 2.316 2.703
*
```

And the Löwdin charges, in e, turn out to be: O -0.038; H -0.010; O -0.041; H 0.072; H 0.057; O -0.029; H 0.047; H 0.002; O 0.077; H 0.129; H 0.070; O -0.037; H 0.061; H 0.077; O -0.033; H 0.062; H 0.046; O -0.025; H 0.059; H 0.070; O 0.035; H 0.081; H 0.067; O -0.055; H 0.063; H 0.017; O -0.059; H 0.047; H 0.043; O -0.054; H 0.058; H 0.044; O -0.034; H 0.023; H 0.018; O -0.060; H 0.071; H 0.046; O -0.037; H 0.050; H 0.047; H -0.022; H -0.004